Entry 1:
Density functional theory data (ωB97M-V/def2-TZVPD) for a cluster of 2 separate species, C6H14OSi in total at a distorted geometry.

Last column: Löwdin charge in e.
Element x y z (Å)
C1 -0.36351 1.30658 1.10311  -0.12
Si1 -0.69350 -0.72137 0.20934  0.66
C2 -2.13318 -2.02556 -0.19974  -0.20
C3 -0.25190 -0.65059 -1.64002  -0.22
O1 -0.14620 -1.81854 1.42133  -0.20
H1 -1.24083 1.92865 1.23365  -0.02
H2 -0.00951 1.17312 2.15464  0.02
H3 0.31211 1.95616 0.58464  -0.06
H4 -1.43150 -2.81981 -0.62331  0.04
H5 -2.82584 -2.47190 0.53679  0.02
H6 -2.64904 -1.70142 -1.10234  0.00
H7 -0.85599 0.22420 -2.12785  0.08
H8 0.69901 -0.68303 -2.01356  -0.06
H9 -0.82013 -1.43284 -2.21847  0.03
H10 0.55548 -2.40180 1.42718  -0.01
C4 2.85445 0.20556 -0.75481  -0.03
C5 2.60900 1.46288 -0.52594  -0.20
C6 2.64263 2.68039 -0.13164  -0.01
H11 2.91637 -0.51792 0.05832  0.06
H12 2.90135 -0.33452 -1.80340  0.10
H13 3.54604 3.23988 -0.01231  0.06
H14 1.79465 3.31557 -0.16000  0.05

frontier orbital gap = 10.304 eV
calculated total energy = -16371.203 eV
net charge = 0
spin multiplicity = 1
SMILES string = C[Si](C)(C)O.C=C=C

Entry 2:
Density functional theory data (ωB97M-V/def2-TZVPD) for a cluster of 5 separate species, C11H15F3N2O13 in total at a distorted geometry.

Last column: Löwdin charge in e.
Element x y z (Å)
O1 3.25307 -1.50999 2.33151  0.19
C1 2.41141 -1.97993 1.66352  -0.59
O2 2.29367 -3.29030 1.34290  0.07
C2 1.28913 -3.51456 0.34178  -0.04
C3 0.56897 -2.15922 0.26967  -0.19
F1 -0.53825 -2.19677 1.11722  0.03
O3 1.54499 -1.23477 0.93495  0.08
H1 1.84002 -3.77350 -0.51890  0.12
H2 0.63592 -4.40883 0.62012  0.17
H3 0.22387 -1.74764 -0.69453  0.15
O4 -0.77569 1.20918 6.96263  0.19
C4 -0.34536 0.75864 5.96225  -0.48
O5 0.61244 1.38575 5.20773  0.06
C5 1.08662 0.51583 4.13970  -0.03
C6 0.20723 -0.71417 4.20488  -0.33
F2 0.90702 -1.87721 4.34646  0.06
O6 -0.57380 -0.51023 5.35762  0.10
H4 0.88632 0.92823 3.19518  0.09
H5 2.11267 0.19001 4.30758  0.14
H6 -0.47386 -0.89725 3.40920  0.13
O7 -1.63530 -1.10582 -2.50732  0.17
C7 -1.54534 -0.30604 -3.35102  -0.61
O8 -0.91953 -0.42516 -4.53273  0.09
C8 -1.21854 0.86068 -5.26262  -0.03
C9 -2.35526 1.47490 -4.54098  -0.28
F3 -3.57468 1.04309 -4.98548  0.07
O9 -2.17008 0.88023 -3.24958  0.09
H7 -0.32188 1.48675 -5.44556  0.14
H8 -1.42441 0.54875 -6.29632  0.14
H9 -2.35812 2.55753 -4.32425  0.18
C10 -2.42647 0.04084 0.38956  0.05
N1 -1.12056 0.58098 0.79280  -0.42
O10 -0.24235 0.65429 -0.01721  0.07
O11 -1.12455 0.98724 1.93596  0.07
H10 -2.77536 0.63513 -0.40772  0.08
H11 -3.06553 0.13781 1.25769  0.10
H12 -2.39671 -0.98939 0.03635  0.09
C11 2.43409 2.42481 -1.65421  0.06
N2 1.27285 1.96892 -2.46769  -0.43
O12 0.21711 2.51106 -2.18229  0.06
O13 1.48265 1.28718 -3.41808  0.09
H13 3.31867 2.45984 -2.22469  0.08
H14 2.52522 1.73647 -0.83821  0.09
H15 2.25770 3.37666 -1.20787  0.09

frontier orbital gap = 10.986 eV
calculated total energy = -49394.604 eV
net charge = 0
spin multiplicity = 1
SMILES string = O=C1OC[C@@H](F)O1.O=C1OC[C@@H](F)O1.O=C1OC[C@@H](F)O1.C[N+](=O)[O-].C[N+](=O)[O-]

Entry 3:
Density functional theory data (ωB97M-V/def2-TZVPD) for a structure of composition Cr2F4H18O13P2 at a distorted geometry.

Last column: Löwdin charge in e.
Element x y z (Å)
Cr1 17.44042 26.63817 19.08115  1.58
Cr2 18.15740 23.30559 14.29145  1.56
O1 17.76641 26.77888 17.11779  -0.35
P1 18.30694 26.61995 15.66210  0.58
O2 18.32619 25.22514 15.03640  -0.33
F1 19.83971 27.11233 15.80228  -0.04
F2 17.48590 27.62351 14.65778  -0.04
O3 17.34358 23.19202 16.09999  -0.35
P2 16.76468 23.46597 17.53165  0.61
O4 17.09428 24.74672 18.29052  -0.33
F3 17.24275 22.18349 18.46278  -0.08
F4 15.18649 23.37958 17.45779  -0.05
O5 18.25294 20.27061 19.71098  -0.02
H1 17.48998 19.78592 19.39605  0.06
H2 18.16993 21.13579 19.30998  -0.03
O6 19.41801 21.90662 15.24382  0.02
H3 19.23280 21.06351 15.65745  0.14
H4 20.33769 22.07691 15.44734  0.13
O7 18.06149 22.72357 21.44071  -0.02
H5 17.63761 21.91490 21.15331  0.04
H6 18.60422 22.45917 22.18352  0.09
O8 15.54392 24.79833 14.67859  -0.05
H7 15.24578 25.26564 13.89824  0.09
H8 15.00221 25.14500 15.38753  0.06
O9 13.33745 21.69118 18.26859  -0.02
H9 13.17941 21.86268 19.19695  0.06
H10 13.73586 22.49716 17.94008  -0.04
O10 15.28848 26.45708 19.29974  0.02
H11 14.50416 26.99289 19.18153  0.14
H12 14.96383 25.63336 19.66349  0.11
O11 18.47570 25.26044 20.40946  0.01
H13 18.96241 25.46801 21.20713  0.13
H14 18.13493 24.37854 20.55889  0.04
O12 16.27594 22.20970 13.81714  -0.01
H15 15.49294 22.26296 14.36514  0.01
H16 15.95617 21.89493 12.97163  0.13
O13 13.82247 22.17535 14.99397  0.00
H17 13.34814 22.54152 15.74039  0.06
H18 13.53702 22.70121 14.24684  0.07

frontier orbital gap (spin up / spin down) = 2.741 / 4.658 eV
calculated total energy = -113159.980 eV
net charge = +4
spin multiplicity = 7
expectation value of S² = 12.0789

Entry 4:
Density functional theory data (ωB97M-V/def2-TZVPD) for a structure of composition C23H24EuN2O5S4 at a distorted geometry.

Last column: Löwdin charge in e.
Element x y z (Å)
Eu1 10.66169 8.90955 8.03573  1.23
C1 5.48080 12.02796 9.78107  -0.06
C2 6.85339 11.73760 10.37985  -0.25
C3 7.81990 12.79354 10.59342  -0.04
C4 9.09647 12.50015 10.97972  -0.08
C5 9.39291 11.14612 11.20375  -0.25
C6 8.44342 10.10319 11.15913  -0.07
C7 7.19754 10.40506 10.66739  -0.06
S1 11.13993 10.72822 11.50866  0.58
O1 11.24660 9.42548 12.11576  -0.33
O2 11.74180 11.80742 12.30377  -0.36
N1 11.50796 10.62677 9.97373  -0.19
C8 12.16238 11.56700 9.26116  -0.46
C9 12.86257 12.70412 9.74910  -0.02
C10 13.49058 13.50931 8.80875  -0.11
C11 13.36698 13.29555 7.45425  -0.09
C12 12.60824 12.17331 7.11092  -0.15
N2 11.99380 11.39273 7.96674  0.05
H1 5.51032 12.62179 8.86987  0.07
H2 4.71323 12.35198 10.46216  0.05
H3 5.21292 10.97496 9.48312  0.08
H4 7.52710 13.83238 10.54265  0.10
H5 9.87013 13.18487 11.15285  0.09
H6 8.82623 9.11588 11.41404  0.10
H7 6.44643 9.59269 10.63763  0.12
H8 12.96421 12.93347 10.80633  0.09
H9 13.99151 14.35418 9.16553  0.08
H10 13.73372 13.91531 6.67048  0.08
H11 12.50953 11.82390 6.05148  0.12
C13 5.98400 6.70497 7.16476  -0.23
C14 7.07858 7.75941 7.33837  -0.84
S2 8.38133 6.94188 8.30838  0.23
C15 7.15966 8.93583 6.68350  -0.83
C16 6.04130 9.51149 5.77840  -0.19
S3 8.53838 10.08931 6.73330  0.26
H12 6.32096 5.92448 6.40790  0.07
H13 5.06600 7.02916 6.64288  0.03
H14 5.75013 6.21901 8.13022  0.04
H15 5.91327 10.61452 5.87062  0.04
H16 5.09512 9.01075 5.88394  0.03
H17 6.43958 9.43586 4.73518  0.06
C17 17.55665 12.32562 9.23450  -0.07
C18 16.57550 11.31007 8.71712  -0.31
C19 16.53530 10.87535 7.39084  -0.04
C20 15.65145 9.89697 6.98826  -0.09
C21 14.79786 9.46212 7.89599  -0.29
C22 14.76475 9.85691 9.20051  -0.03
C23 15.69730 10.81308 9.59968  -0.05
S4 13.69015 8.06976 7.45186  0.45
O3 14.60568 7.05054 6.99104  -0.33
O4 12.78929 8.71301 6.48558  -0.45
O5 12.89332 7.77973 8.66856  -0.46
H18 18.18823 11.87825 10.07606  0.09
H19 17.05925 13.21831 9.62192  0.06
H20 18.28274 12.76133 8.51202  0.07
H21 17.04794 11.39336 6.57363  0.11
H22 15.61970 9.55511 5.93525  0.13
H23 13.90900 9.48400 9.71947  0.09
H24 15.58974 11.23013 10.56338  0.11

frontier orbital gap (spin up / spin down) = 4.989 / 5.028 eV
calculated total energy = -100131.328 eV
net charge = -2
spin multiplicity = 8
expectation value of S² = 15.7598

What is the spin multiplicity in the fourth record?
8

What is the calculated total energy in the first record?
-16371.203 eV